Model one:
An isolated molecule of C2H2N2O4, computed with ωB97M-V/def2-TZVPD.

Each line ends with the Löwdin charge.
Atoms and positions in Å:
O (-1.38669, -0.44888, -1.00214)  0.072
O (0.45518, 1.56172, 1.20631)  -0.049
O (0.14977, -1.86505, -1.96425)  0.133
O (1.85617, -0.73054, 0.31226)  0.118
N (-0.11827, 0.16618, 0.99036)  -0.024
N (-1.39678, 0.47754, 0.21029)  0.112
C (0.65859, -0.49393, 0.01736)  -0.293
C (-0.23304, -1.08830, -1.06792)  -0.379
H (1.37983, 0.98790, 1.43589)  0.189
H (-1.36476, 1.43337, -0.13816)  0.121

For the lowest unoccupied orbital energy, the calculation gives -1.6 eV.


Model two:
An isolated molecule of C2H2N2O4, computed with ωB97M-V/def2-TZVPD.

Each line ends with the Löwdin charge.
Atoms and positions in Å:
O (0.94920, 0.75167, -0.52184)  -0.013
O (-1.14030, -1.84468, 0.06994)  0.148
O (1.90899, -1.25272, -0.00137)  0.111
O (-2.43410, 0.69477, 0.15988)  0.147
N (0.76687, -0.61542, -0.36761)  -0.109
N (-0.21668, 1.38598, -0.12100)  0.123
C (-1.28263, 0.57458, -0.08473)  -0.409
C (-0.59569, -0.81273, -0.18215)  -0.324
H (0.12614, 2.33821, 0.08284)  0.194
H (1.91820, -1.21966, 0.96605)  0.131

For the lowest unoccupied orbital energy, the calculation gives 0.2 eV.


Model three:
A cluster of 2 separate species, C2H2N2O4 in total, computed with ωB97M-V/def2-TZVPD.

Each line ends with the Löwdin charge.
Atoms and positions in Å:
O (1.07277, -1.12645, 0.21003)  0.070
O (2.79320, 0.18456, -0.19277)  0.135
O (-1.93328, 0.31539, -0.13812)  -0.096
O (0.45695, 2.24044, 0.10282)  0.203
N (-0.42654, -1.13227, 0.05652)  0.125
N (-0.70794, 0.20635, -0.40566)  -0.225
C (1.59979, 0.01894, -0.03927)  -0.398
C (0.28281, 1.09723, 0.02498)  -0.288
H (-2.44180, -0.12733, 1.13828)  0.335
H (-0.69594, -1.67686, -0.75683)  0.139

For the lowest unoccupied orbital energy, the calculation gives -1.4 eV.


Tell me which of them is the most stable. Sure, it is model two.